Density functional theory data (the ωB97M-V functional and the def2-TZVPD basis) for C24H26FN3O3S in the gas phase.

```
58
Properties=species:S:1:pos:R:3:forces:R:3
O -0.9579 -1.0328 -0.7930 0.24 -0.23 0.19
C -1.7246 -0.3598 -1.4617 0.00 0.28 -0.41
C -1.3449 0.9801 -2.0460 -0.01 0.29 0.41
S -1.8195 2.3027 -0.8529 0.40 -0.09 -0.03
C -0.5823 1.9325 0.3394 -0.63 0.11 -0.13
C -0.7313 1.1064 1.4142 -0.02 0.29 -0.14
N 0.4740 0.8921 2.0149 -0.19 0.22 0.14
C 0.7167 -0.2110 2.9040 0.09 -0.57 0.04
C 0.6517 -1.5385 2.1148 0.23 0.07 0.32
N 1.4423 -1.4571 0.9095 -0.30 -0.10 0.00
C 2.7857 -1.4519 0.9944 -0.22 -0.05 -0.29
O 3.3678 -1.6562 2.0482 0.13 -0.02 0.27
C 3.5642 -1.2022 -0.2603 0.07 0.12 -0.15
C 4.8945 -1.6204 -0.2609 -0.08 0.01 -0.02
C 5.7284 -1.3834 -1.3354 0.09 -0.04 0.03
C 5.2515 -0.6986 -2.4413 -0.09 0.02 0.04
C 3.9403 -0.2604 -2.4645 -0.11 0.02 0.01
C 3.1155 -0.5183 -1.3845 0.19 -0.08 -0.07
F 1.8470 -0.0609 -1.4646 0.11 -0.15 0.08
C 1.4370 1.5637 1.2996 0.11 0.51 -0.45
C 2.8139 1.6362 1.4756 0.12 -0.05 0.13
C 3.5372 2.3876 0.5742 0.07 -0.06 0.12
C 2.9166 3.0721 -0.4737 0.03 0.13 -0.19
C 1.5527 3.0206 -0.6487 0.01 -0.02 0.04
C 0.8027 2.2562 0.2409 0.19 -0.20 0.36
N -2.9859 -0.7381 -1.7390 -0.43 -0.07 -0.08
C -3.5962 -1.9411 -1.2317 -0.42 -0.12 0.22
C -4.7036 -1.6115 -0.2187 0.46 -0.44 -0.02
C -4.1759 -0.8758 1.0289 -0.16 0.04 -0.09
C -4.7145 0.5468 0.8665 -0.16 -0.05 -0.16
C -5.9707 0.3032 0.0331 -0.11 0.27 0.33
O -5.6404 -0.7485 -0.8521 0.14 -0.10 -0.25
H -0.2679 1.0446 -2.1863 -0.07 -0.09 -0.09
H -1.8755 1.1934 -2.9713 0.02 -0.04 -0.08
H -1.6283 0.6674 1.8063 -0.15 -0.18 0.03
H -0.0280 -0.2171 3.7044 0.10 0.05 -0.01
H 1.7110 -0.1030 3.3384 -0.12 0.02 0.03
H 1.0403 -2.3425 2.7459 -0.15 0.04 -0.03
H -0.3741 -1.7575 1.8183 0.02 0.00 0.02
H 0.9365 -1.2347 0.0624 0.14 0.05 -0.11
H 5.2525 -2.1322 0.6197 0.01 -0.01 0.07
H 6.7520 -1.7244 -1.3092 0.08 -0.04 0.01
H 5.8977 -0.5001 -3.2827 0.05 0.02 -0.08
H 3.5429 0.2844 -3.3067 -0.07 0.06 -0.06
H 3.3121 1.1099 2.2749 0.06 -0.08 0.07
H 4.6107 2.4461 0.6775 0.09 -0.01 0.03
H 3.5244 3.6487 -1.1558 0.04 0.06 -0.05
H 1.0673 3.5523 -1.4540 -0.05 0.05 -0.09
H -3.6214 -0.0901 -2.1798 0.18 0.03 -0.01
H -2.8167 -2.5430 -0.7613 -0.11 0.00 -0.07
H -4.0340 -2.4962 -2.0668 0.07 -0.03 0.08
H -5.2053 -2.5498 0.0607 0.06 0.13 -0.04
H -4.5689 -1.3375 1.9347 0.03 -0.02 0.01
H -3.0894 -0.9100 1.0638 0.10 -0.03 0.04
H -4.0087 1.1678 0.3134 -0.06 -0.03 0.05
H -4.9371 1.0278 1.8159 0.00 0.06 0.06
H -6.8100 0.0010 0.6768 0.03 0.06 -0.07
H -6.2743 1.1609 -0.5686 -0.03 -0.02 0.06
```
Positions in Å, forces in eV/Å.

## Properties
Kohn-Sham gap = 8.455 eV
Structure (SMILES) = O=C(CSc1cn(CCNC(=O)c2ccccc2F)c2ccccc12)NC[C@H]1CCCO1
Calculated total energy = -1818.261338 Eh
Charge = 0